This record from OMol25 describes C13H11IO2Pd as an isolated structure in a non-equilibrium geometry. The level of theory is wB97M-V/def2-TZVPD.

```
28
Properties=species:S:1:pos:R:3:lowdin_charge:R:1
O 2.60 -1.40 2.12 0.131
C 1.81 -0.69 1.46 -0.251
C 0.34 -1.18 0.99 0.149
C -0.19 -0.76 -0.27 -0.053
C -1.63 -1.11 -0.84 -0.158
C -2.31 -2.45 -0.24 -0.246
C -3.89 -2.08 0.00 -0.532
I -5.08 -2.31 -1.84 1.072
C 0.71 0.21 -1.21 -0.233
O 0.72 0.08 -2.45 0.087
C 1.59 1.28 -0.39 0.024
C 1.85 2.74 -0.91 0.041
C 2.66 3.70 -0.03 0.036
C 3.26 3.21 1.34 0.059
C 3.02 1.76 1.88 0.050
C 2.18 0.81 1.01 0.007
H -0.26 -1.83 1.70 0.137
H -2.31 -0.22 -0.58 0.152
H -1.53 -1.21 -2.00 0.039
H -1.91 -2.79 0.77 0.118
H -2.22 -3.26 -1.05 0.104
H -4.28 -2.83 0.77 0.080
H -4.02 -1.03 0.46 0.088
H 1.38 3.02 -1.92 0.128
H 2.81 4.77 -0.43 0.128
H 3.86 3.92 2.02 0.131
H 3.43 1.40 2.89 0.136
Pd -2.60 -1.76 -3.24 0.578
```

Results
Multiplicity: 1
Max |F| (eV/A): 4.6
Total charge: +2
LUMO (eV): -12.45
HOMO level (eV): -14.77
Frontier orbital gap (eV): 2.32
M (Da): 432.553